Here is C5H6N2O2S in the gas phase in a non-equilibrium geometry from the Open Molecules 2025 dataset. Energies are from ωB97M-V/def2-TZVPD.

Last column: natural (NBO) charge in e.
Positions of all 16 atoms, in Å:
C1 0.28481 2.24619 0.16782  -0.6728
C2 -0.68200 1.10258 -0.04602  0.2825
C3 -1.25081 -1.19323 -0.25291  0.0837
C4 -0.20868 -0.27075 -0.21168  -0.3927
C5 1.15607 -0.72439 -0.04830  0.7833
H1 1.17296 2.03512 0.90111  0.2502
H2 -0.42582 3.06997 0.61554  0.2382
H3 0.78940 2.30527 -0.86255  0.2612
H4 -1.72193 -3.14201 0.51008  0.4109
H5 -0.01015 -2.62577 0.33511  0.4415
H6 2.82967 0.09518 -0.57429  0.4855
N1 -1.96949 1.24256 0.01415  -0.5760
N2 -1.00115 -2.43366 -0.03908  -0.7752
O1 1.97649 0.42361 -0.47271  -0.7325
O2 1.76245 -1.81493 0.15805  -0.6280
S1 -2.70183 -0.31573 -0.19430  0.5400

HOMO, eV: -8.95
Charge: 0
Kohn-Sham gap, eV: 9.13
Strongest force on any atom, eV Å⁻¹: 7.87
2S+1: 1
Electronic energy, hartree: -852.26830

***

Here is a molecular structure, C22H44Br2N4O2S2 in a non-equilibrium geometry from the Open Molecules 2025 dataset. Energies are from ωB97M-V/def2-TZVPD.

Last column: Mulliken charge in e.
Positions of all 76 atoms, in Å:
C1 2.15312 -0.45590 -2.48364  0.0206
C2 1.34349 -1.22916 -3.52383  -1.0536
C3 0.13268 -1.88830 -2.91686  2.6187
C4 -0.78088 -2.44922 -3.93693  -0.4397
N1 -1.54317 -2.87639 -4.67813  -0.5901
H1 2.87247 0.21829 -2.94852  0.4790
H2 2.72822 -1.19153 -1.92132  -0.7083
H3 1.54970 0.05222 -1.73146  -0.0591
H4 2.01399 -1.84731 -4.12083  0.5247
H5 0.97341 -0.44734 -4.18708  0.3241
H6 -0.46664 -1.12374 -2.42253  -1.3948
H7 0.31665 -2.70756 -2.22183  0.1653
C5 0.85329 3.42486 1.82361  -0.4579
C6 1.68443 4.20197 0.75184  -0.3689
C7 2.88293 5.03733 1.21553  -0.6656
C8 3.88163 4.42775 2.14440  0.2425
N2 4.66560 3.95530 2.83219  -0.4054
H8 -0.04185 2.92113 1.45881  -0.3623
H9 0.61671 4.09994 2.64605  0.5468
H10 1.51157 2.70438 2.30907  0.2085
H11 0.98781 4.93080 0.33755  0.2811
H12 1.92731 3.52517 -0.06733  0.4395
H13 2.51143 5.96011 1.66114  0.3311
H14 3.46116 5.40542 0.36803  0.3739
C9 -1.04807 1.63211 1.18198  0.0618
C10 0.00220 1.65470 0.08226  -2.7465
C11 -0.05369 0.49094 -0.91649  1.2224
C12 0.10583 -0.81262 -0.37999  -1.0671
N3 0.27078 -1.84565 0.11435  0.3490
H15 -0.90012 2.44143 1.89697  0.2056
H16 -1.14066 0.71522 1.76407  -0.3160
H17 -2.02610 1.68372 0.70355  0.2560
H18 0.99742 1.95741 0.40782  0.4304
H19 -0.19153 2.59731 -0.42964  1.0813
H20 0.69154 0.67286 -1.69085  0.8560
H21 -1.04504 0.63412 -1.34640  -0.3512
C13 -0.98173 -1.81893 2.52189  -0.2114
C14 0.18279 -1.14129 3.38980  -1.1035
C15 1.34484 -0.64262 2.52966  2.4178
C16 2.33988 0.02097 3.36068  -0.2449
N4 3.15489 0.50519 4.03076  -0.5447
H22 -1.58290 -1.04179 2.04992  -1.6489
H23 -1.63122 -2.39453 3.18140  0.6887
H24 -0.69565 -2.51860 1.73658  0.2487
H25 0.61919 -1.81073 4.13109  0.4866
H26 -0.18766 -0.33135 4.01819  0.4418
H27 0.96676 0.08835 1.81492  -1.1935
H28 1.89092 -1.49403 2.12348  -0.3983
C17 -3.00320 -1.00577 1.04695  -1.3548
S1 -3.76907 0.33980 -0.02103  0.5360
O1 -4.82757 -0.33756 -0.88166  -0.6587
C18 -4.72683 1.20764 1.31798  -1.1866
H29 -3.78826 -1.32468 1.73257  0.7213
H30 -2.31407 -0.61669 1.79650  1.5293
H31 -2.56201 -1.84781 0.51364  0.6005
H32 -4.14270 1.11389 2.23346  0.3452
H33 -5.68019 0.70459 1.47964  0.3460
H34 -4.85352 2.27666 1.14700  0.3450
C19 1.77063 -3.29916 0.37006  -0.4989
S2 3.02312 -3.39106 -1.04246  0.1360
O2 2.25936 -2.93286 -2.28787  -0.4754
C20 4.04598 -1.97718 -0.45575  -0.6470
H35 2.37154 -3.40234 1.27359  0.5618
H36 1.04806 -4.11365 0.31926  0.3532
H37 1.35175 -2.29344 0.40438  -0.8428
H38 4.77412 -2.19469 0.32566  0.3680
H39 3.31672 -1.25986 -0.07926  -0.0427
H40 4.57697 -1.52816 -1.29511  0.3791
Br1 -1.90728 -0.47430 -1.42255  0.2589
C21 -3.57353 -1.06285 -2.35287  -0.9741
C22 -3.30288 -1.13727 -3.79798  -0.5503
Br2 -2.61756 0.51011 -4.66575  -0.1943
H41 -4.35154 -0.36961 -2.03314  0.7828
H42 -3.63896 -2.07487 -1.95333  0.4734
H43 -4.19824 -1.45620 -4.33158  0.5435
H44 -2.59871 -1.94325 -4.00446  0.1755

HOMO, eV: -7.93
Charge: 0
Kohn-Sham gap, eV: 7.91
Strongest force on any atom, eV Å⁻¹: 14.19
2S+1: 1
Electronic energy, hartree: -7177.61944